(1)
This record from OMol25 describes a molecular structure, C40H63BClN8NdO3S5 in a non-equilibrium geometry. The level of theory is the ωB97M-V functional and the def2-TZVPD basis.

Structure (XYZ):
```
122
Properties=species:S:1:pos:R:3:forces:R:3:lowdin_charge:R:1
Nd 0.049418 -0.166678 -0.310136 -0.8 -0.6 -1.6 1.703
C 4.453903 1.289967 2.999096 -0.4 -0.1 0.5 -0.027
C 3.956721 0.986967 1.623842 0.1 -0.6 -1.9 -0.283
C 4.648586 1.301860 0.441019 -0.2 -0.1 0.4 0.000
C 4.013052 0.662703 -0.648849 -0.6 0.0 1.9 -0.226
N 2.883446 0.031769 -0.172997 0.7 0.5 1.1 0.035
N 2.884333 0.224645 1.262779 -0.1 -0.1 -1.1 -0.004
B 1.910552 -0.607564 2.283732 0.7 0.8 0.4 -0.484
N 0.833490 0.324641 3.018542 -1.0 0.8 -0.2 0.032
N -0.262006 0.985644 2.353000 0.9 -0.1 0.8 0.026
C -0.957430 1.674740 3.306058 1.2 -1.2 0.9 -0.222
C -0.333837 1.463676 4.560714 0.9 -0.7 -1.4 0.004
C 0.774730 0.622052 4.348730 -1.2 0.8 -0.3 -0.261
C 1.672212 0.195471 5.471934 0.1 -0.4 0.2 -0.029
C -2.298745 2.442037 3.277657 0.6 -0.3 -0.7 -0.538
C -2.871684 2.552767 1.867313 -0.3 0.3 -1.1 -0.057
C -3.277053 1.700496 4.200461 -0.8 0.2 0.5 -0.048
C -2.040099 3.850714 3.850884 0.8 0.3 0.6 -0.050
N 1.284351 -1.844880 1.540965 -1.3 -0.9 -0.2 -0.054
N -0.148403 -2.087545 1.542856 1.2 -0.5 0.7 0.032
C -0.328092 -3.426033 1.583503 2.2 0.4 0.1 -0.207
C 0.962805 -4.058079 1.530203 -0.2 1.2 0.4 -0.009
C 1.927195 -3.060346 1.506989 -1.2 -0.6 0.0 -0.312
C 3.396177 -3.293065 1.396695 0.4 0.0 0.2 -0.017
C -1.577652 -4.271119 1.796279 -1.3 0.3 -0.3 -0.535
C -2.832147 -3.705122 1.087374 -0.3 -0.1 -0.2 -0.047
C -1.339660 -5.677143 1.230486 0.5 -0.5 -0.4 -0.068
C -1.873506 -4.399862 3.320371 0.6 -0.1 0.4 -0.045
C 4.697052 0.600057 -2.024289 -0.1 -0.1 -0.7 -0.542
C 3.705221 0.566212 -3.185890 -0.5 -0.4 -0.2 -0.098
C 5.639512 1.810102 -2.199380 -0.1 1.2 0.4 -0.069
C 5.541854 -0.688662 -2.118380 -0.2 -0.9 0.7 -0.053
H 5.333950 1.925875 2.854077 -0.2 -0.1 0.3 0.078
H 4.762296 0.371532 3.568147 -0.4 0.8 -0.6 0.099
H 3.697510 1.850912 3.587040 0.5 -0.4 -0.2 0.081
H 5.522529 1.954373 0.369730 -0.4 -0.5 0.2 0.105
H 2.659136 -0.987982 3.187139 -0.5 0.2 -0.5 0.120
H -0.661141 1.873735 5.490823 0.1 0.0 0.4 0.098
H 1.131714 0.449394 6.414231 0.5 -0.4 -0.6 0.090
H 2.589300 0.801015 5.479640 -0.1 -0.3 -0.1 0.073
H 1.938516 -0.890249 5.446007 -0.2 1.0 0.1 0.092
H -2.148686 2.371900 1.046529 -0.2 0.0 0.6 0.036
H -3.212408 3.586186 1.677845 -0.1 -0.5 0.1 0.091
H -3.734177 1.877617 1.685746 0.4 0.4 0.2 0.093
H -3.475671 0.653405 3.896207 0.2 0.5 0.0 0.094
H -4.279376 2.231078 4.242555 1.2 -0.5 -0.1 0.110
H -2.837264 1.684754 5.212646 -0.5 -0.1 -0.3 0.075
H -1.256297 4.378615 3.265713 -0.5 -0.3 0.2 0.085
H -1.655861 3.796588 4.907746 -0.5 0.1 -1.0 0.091
H -2.948242 4.474155 3.838223 0.2 -0.3 0.0 0.090
H 1.141308 -5.118391 1.537860 0.2 0.1 -0.1 0.104
H 3.522799 -4.167481 0.729423 0.1 0.5 0.2 0.087
H 3.862647 -3.564362 2.369628 -0.4 0.3 -0.5 0.097
H 3.931047 -2.420090 0.992666 -0.2 -0.3 0.0 0.077
H -2.721980 -3.740273 -0.011825 -0.1 -0.1 0.5 0.070
H -2.989404 -2.654525 1.325086 0.0 0.0 0.2 0.057
H -3.749742 -4.286280 1.375823 0.9 0.4 -0.2 0.098
H -1.042345 -5.624248 0.158733 -0.3 0.0 0.6 0.093
H -2.253308 -6.302488 1.313931 0.5 0.4 0.0 0.098
H -0.507696 -6.187113 1.756050 -0.6 0.1 -0.2 0.074
H -1.896902 -3.392180 3.805753 -0.2 -0.8 -0.4 0.090
H -1.027345 -4.973332 3.794562 -0.8 0.5 -0.3 0.090
H -2.835674 -4.966993 3.492078 1.0 0.7 -0.2 0.096
H 3.119382 1.494428 -3.266173 0.2 -0.2 0.0 0.054
H 2.954562 -0.231341 -3.023146 0.6 0.4 -0.2 -0.018
H 4.225780 0.379509 -4.156293 -0.3 0.2 0.7 0.098
H 5.086008 2.766301 -2.003387 0.3 -0.7 -0.2 0.084
H 6.078605 1.926343 -3.209574 -0.4 -0.5 0.4 0.093
H 6.475052 1.818041 -1.478558 -0.2 -0.2 -0.3 0.073
H 4.925320 -1.587811 -1.843320 0.4 0.8 -0.4 0.092
H 6.369943 -0.665486 -1.390494 -0.2 0.0 -0.3 0.082
H 5.958648 -0.832667 -3.134802 -0.3 0.2 0.5 0.088
C -2.120873 3.763837 -3.104238 -1.0 0.9 0.2 -0.496
C -1.288970 2.973285 -4.090640 1.2 0.0 -0.7 -0.498
S 0.376651 2.671203 -3.446544 0.5 -1.2 -1.1 0.713
C 1.178424 4.237498 -3.175430 -0.3 1.0 -1.4 -0.540
C 1.963118 4.192055 -1.885579 0.4 0.2 0.6 -0.500
S 1.190617 3.198010 -0.571547 1.4 0.5 1.1 0.737
C 0.248901 4.517882 0.220187 -0.2 -0.3 0.6 -0.529
C -0.942909 4.931280 -0.652210 -0.6 0.7 0.2 -0.504
S -1.576008 3.439431 -1.422801 -1.4 -0.5 0.6 0.804
H -3.182225 3.452278 -3.138076 0.5 0.3 -0.1 0.075
H -2.087240 4.867831 -3.279578 0.0 -0.9 0.0 0.092
H -1.158974 3.477892 -5.062434 -0.5 -0.1 0.3 0.078
H -1.622951 1.935250 -4.300731 -0.1 0.6 0.3 0.082
H 0.458832 5.075791 -3.250651 0.3 -0.3 0.3 0.078
H 1.885452 4.365129 -4.018039 -0.3 0.2 0.4 0.077
H 2.166497 5.216552 -1.491336 -0.1 -0.8 -0.2 0.097
H 2.936182 3.715230 -2.047773 -0.2 0.1 -0.1 0.049
H 0.907544 5.358881 0.487299 -0.2 -0.2 -0.2 0.084
H -0.096416 4.082553 1.175096 0.0 0.1 -0.4 0.051
H -0.658540 5.714755 -1.369416 -0.1 -0.4 0.0 0.080
H -1.778935 5.331673 -0.044388 0.7 0.1 -0.1 0.072
O -4.329905 1.264544 -1.402184 0.5 -0.3 -0.3 0.002
C -4.841652 0.334372 -2.263907 0.4 0.8 0.8 -0.268
C -6.139202 0.556583 -2.717486 -0.2 -0.8 -0.5 -0.021
C -6.738247 -0.412394 -3.524068 0.1 -0.1 0.0 -0.090
C -6.018070 -1.553349 -3.900904 0.5 0.5 0.2 -0.097
C -4.700458 -1.691933 -3.458281 0.5 -0.9 -0.2 -0.034
C -4.064949 -0.783476 -2.614097 -0.6 0.8 -0.1 -0.066
C -2.672944 -0.922879 -2.043645 -0.3 -1.3 0.4 -0.440
O -2.054511 0.104453 -1.555442 0.3 0.4 0.2 -0.296
N -2.255747 -2.151686 -1.975909 -0.9 -0.3 -0.5 0.009
N -1.006622 -2.354971 -1.434739 1.2 0.5 -0.1 -0.199
C -0.366553 -3.290479 -2.044362 -0.1 0.4 0.1 -0.990
S -1.072191 -4.224988 -3.303774 -1.1 -0.2 -0.6 0.957
C 0.408474 -5.025863 -3.958329 -0.6 -0.4 -0.4 -0.496
C 1.635573 -4.684866 -3.141223 1.4 -0.6 -0.5 -0.522
S 1.302019 -3.632007 -1.766574 0.3 0.5 1.6 0.928
H -3.359135 1.001844 -1.327406 -0.5 0.5 0.1 0.037
H -6.648289 1.476947 -2.450948 0.1 -0.2 0.1 0.113
H -7.765367 -0.299904 -3.876071 0.3 0.1 0.1 0.100
H -6.441457 -2.300383 -4.569549 0.0 0.2 0.2 0.096
H -4.107423 -2.558748 -3.765734 -0.3 0.2 0.1 0.107
H 0.476335 -4.681757 -4.997190 0.3 -0.1 0.3 0.075
H 0.226467 -6.110107 -3.986925 0.1 0.4 0.1 0.075
H 2.370739 -4.136425 -3.744248 -0.2 -0.3 0.0 0.077
H 2.150393 -5.595381 -2.759284 -0.5 0.6 -0.3 0.086
O -2.146399 -0.509319 1.102331 0.1 0.7 0.5 -0.182
H -2.815832 0.197087 1.045543 0.3 -0.3 -0.1 0.041
H -1.565585 -0.283921 1.883649 -0.9 -0.3 -0.7 0.017
Cl 0.595578 -0.322134 -3.025986 -0.2 -0.4 0.8 -0.043
```
Forces are in eV/Å.

As for the multiplicity: 4. The orbital gap (alpha / beta) comes out at 7.522 / 7.525 eV. Its expectation value of S² is 3.7526. As for the total energy: -5263.3197 hartree.

=====

(2)
This record from OMol25 describes a molecular structure, C40H63CdGeN4P3. The level of theory is the ωB97M-V functional and the def2-TZVPD basis.

Structure (XYZ):
```
112
Properties=species:S:1:pos:R:3:forces:R:3:lowdin_charge:R:1
Cd -1.088951 2.010051 1.146681 0.2 -0.4 -0.2 1.027
C 4.230355 3.290244 1.048860 0.0 0.0 0.1 -0.097
C 2.716678 3.498277 1.048945 -0.1 0.0 -0.1 -0.548
C 2.311706 4.490599 -0.040940 0.1 0.0 0.1 -0.123
P 1.706564 1.945892 0.921293 -0.1 -0.2 0.4 0.963
C 2.588069 1.064067 -0.426638 -0.1 0.0 -0.1 -0.422
N 2.092663 -0.257038 -0.738613 -0.3 0.2 0.2 -0.174
Ge 0.289710 -0.826282 -0.361257 0.3 -0.8 -0.5 0.984
N 0.119823 -2.200057 1.023313 -0.1 0.6 -0.1 -0.169
C -0.416492 -1.907193 2.335458 0.1 0.0 -0.2 -0.412
P -1.484285 -0.415284 2.475377 -0.3 0.0 0.0 0.951
C -3.149308 -1.048743 1.964511 0.0 0.1 -0.1 -0.544
C -4.126393 0.111605 1.776540 0.0 -0.1 0.1 -0.131
C -3.065172 -1.852024 0.665427 0.0 0.0 0.1 -0.106
C -1.609341 -0.365056 4.325300 0.1 0.2 0.0 -0.545
C -2.823863 0.432057 4.802743 0.0 -0.1 0.0 -0.111
C -0.338608 0.226686 4.929783 0.0 -0.1 0.0 -0.126
C 1.084586 -3.197879 0.987541 0.0 -0.2 0.4 -0.241
C 1.453317 -4.002150 2.070359 0.0 0.0 0.1 -0.016
C 2.461045 -4.948899 1.927362 0.0 0.0 -0.1 -0.072
C 3.137372 -5.093348 0.725783 0.0 0.0 0.1 -0.074
C 2.758008 -4.316524 -0.362142 0.1 -0.1 -0.1 -0.007
C 1.724719 -3.415130 -0.227736 0.0 0.0 0.0 -0.183
N 1.172801 -2.626451 -1.301868 0.1 -0.1 -0.3 -0.060
C 2.177514 -2.111573 -2.211306 -0.1 -0.1 0.0 -0.177
C 2.623309 -2.776579 -3.332657 0.0 -0.1 0.0 -0.008
C 3.669182 -2.242265 -4.075799 0.0 0.0 0.0 -0.073
C 4.249853 -1.052315 -3.666152 0.0 0.0 0.0 -0.072
C 3.764256 -0.361872 -2.561399 0.0 0.1 0.0 -0.014
C 2.692612 -0.877443 -1.829898 0.2 0.2 0.0 -0.231
C 0.066771 -3.257978 -1.986059 0.1 -0.1 0.0 -0.182
C -0.044172 -4.610715 -2.223127 0.1 -0.1 0.0 -0.005
C -1.099148 -5.085553 -2.993802 0.0 0.0 0.0 -0.073
C -2.013027 -4.185080 -3.517942 0.0 0.0 0.1 -0.071
C -1.923942 -2.827464 -3.230823 0.0 0.1 0.0 -0.013
C -0.887263 -2.347447 -2.426908 -0.3 0.0 -0.2 -0.242
N -0.723796 -1.024347 -2.023270 0.0 0.3 0.5 -0.154
C -1.831734 -0.153466 -2.354022 0.0 -0.1 0.1 -0.433
P -1.831815 1.495178 -1.552801 0.3 0.2 -0.1 0.963
C -0.467210 2.400516 -2.416789 0.0 0.0 0.0 -0.563
C -0.467363 3.853310 -1.939680 0.0 0.0 -0.1 -0.141
C -0.456341 2.346566 -3.941389 0.1 0.0 0.0 -0.094
C -3.401469 2.230453 -2.227914 -0.1 -0.1 0.2 -0.527
C -4.528798 2.054791 -1.206755 0.0 0.1 -0.1 -0.130
C -3.851905 1.704570 -3.591857 0.0 0.1 0.0 -0.104
C 2.130413 0.958779 2.444443 0.0 0.0 0.0 -0.564
C 2.245609 1.894616 3.649466 0.0 0.0 0.0 -0.128
C 3.325553 0.012236 2.339508 0.0 0.0 0.0 -0.088
H 4.717114 4.234725 1.299978 0.0 0.0 0.0 0.091
H 4.592147 2.991505 0.063698 0.0 0.0 0.0 0.081
H 4.555630 2.549491 1.777979 0.0 0.0 0.0 0.057
H 2.419020 3.928377 2.007943 0.0 0.0 0.0 0.097
H 2.510606 4.093652 -1.039083 0.0 0.0 0.0 0.072
H 2.890226 5.409778 0.068369 0.0 0.0 0.0 0.089
H 1.259000 4.750695 0.027604 0.0 0.0 0.0 0.051
H 3.634377 0.993729 -0.115254 0.0 0.0 0.0 0.084
H 2.553223 1.733131 -1.299959 0.1 0.0 0.0 0.085
H 0.386470 -1.772279 3.072323 0.0 0.0 0.0 0.076
H -1.034084 -2.744599 2.688109 0.0 0.0 0.0 0.108
H -3.492957 -1.703091 2.772406 0.0 0.0 0.0 0.117
H -3.784509 0.747250 0.960724 0.0 0.0 0.0 0.011
H -4.240460 0.732624 2.662077 0.0 0.0 0.0 0.056
H -5.112586 -0.273121 1.507007 0.0 0.0 0.0 0.093
H -2.717926 -1.213968 -0.151515 0.0 0.0 0.1 0.034
H -4.056691 -2.223302 0.398270 0.0 0.0 0.0 0.094
H -2.387721 -2.702985 0.727865 0.0 0.0 0.0 0.071
H -1.711592 -1.406910 4.645731 0.0 0.0 0.0 0.117
H -2.855469 1.420806 4.338842 0.0 0.0 0.0 0.064
H -2.762156 0.576014 5.882690 0.0 0.0 0.0 0.087
H -3.761096 -0.082527 4.594483 0.0 0.0 0.0 0.072
H -0.222670 1.266777 4.621876 0.0 0.0 0.0 0.065
H 0.559305 -0.322324 4.643676 0.0 0.0 0.0 0.057
H -0.401436 0.205078 6.019128 0.0 0.0 0.0 0.092
H 0.945623 -3.906480 3.020351 0.1 0.0 0.0 0.100
H 2.722715 -5.574992 2.770861 0.0 0.0 0.0 0.109
H 3.940018 -5.810909 0.626944 0.0 0.0 0.0 0.107
H 3.268743 -4.424474 -1.311476 -0.1 0.0 0.0 0.121
H 2.161586 -3.712025 -3.627396 0.0 0.0 0.0 0.123
H 4.032034 -2.761151 -4.952415 0.0 0.0 0.0 0.107
H 5.088176 -0.645217 -4.216951 0.0 0.0 0.0 0.109
H 4.234034 0.567372 -2.269221 0.0 0.0 -0.1 0.100
H 0.692461 -5.295387 -1.819582 0.0 0.0 0.0 0.121
H -1.188913 -6.144367 -3.195065 0.0 0.0 0.0 0.107
H -2.815076 -4.540435 -4.152330 0.0 0.0 0.0 0.109
H -2.653147 -2.148255 -3.650971 0.0 0.0 0.0 0.101
H -2.800039 -0.606189 -2.091709 0.0 0.0 -0.1 0.077
H -1.848720 0.018146 -3.433415 -0.1 0.0 0.0 0.081
H 0.435532 1.898080 -2.045979 0.0 0.0 0.0 0.067
H -1.339742 4.386281 -2.323604 0.0 0.0 0.0 0.077
H 0.417540 4.373104 -2.306815 0.0 0.0 0.0 0.080
H -0.483088 3.933041 -0.852571 0.0 0.0 0.0 0.017
H -1.308082 2.884788 -4.359547 0.0 0.0 0.0 0.074
H -0.454115 1.326574 -4.326814 0.0 0.0 0.0 0.075
H 0.448722 2.833591 -4.311074 0.0 0.0 0.0 0.088
H -3.185924 3.299212 -2.308011 0.0 0.0 0.0 0.099
H -4.787808 0.998813 -1.092460 0.0 0.0 0.0 0.074
H -5.424883 2.580633 -1.541965 0.0 0.0 0.0 0.089
H -4.253331 2.450699 -0.229963 0.0 0.0 0.0 0.040
H -4.202562 0.673421 -3.518727 0.0 0.0 0.0 0.079
H -3.074592 1.751175 -4.351986 0.0 0.0 0.0 0.058
H -4.692460 2.307656 -3.940937 0.0 0.0 0.0 0.090
H 1.239678 0.338767 2.581495 0.0 0.0 0.0 0.021
H 3.162141 2.484670 3.600054 0.0 0.0 0.0 0.076
H 2.277484 1.315713 4.572506 0.0 0.0 0.0 0.079
H 1.401206 2.585767 3.714921 0.0 0.0 0.0 0.070
H 4.262818 0.544891 2.174008 0.0 0.0 0.0 0.069
H 3.194584 -0.718521 1.540068 0.0 0.0 0.0 0.066
H 3.427577 -0.535818 3.279740 0.0 0.0 0.0 0.089
C -2.227749 3.644848 1.978844 0.0 0.0 0.0 -0.313
H -1.703533 4.591778 1.851652 0.0 0.0 0.0 -0.060
H -2.419877 3.499604 3.041457 0.0 0.0 0.0 -0.068
H -3.186892 3.712731 1.463963 0.0 0.0 0.0 -0.066
```
Forces are in eV/Å.

As for the multiplicity: 2. The orbital gap (alpha / beta) comes out at 7.849 / 6.476 eV. Its expectation value of S² is 0.7546. As for the total charge: +1. As for the total energy: -5049.5722 hartree.

=====

> Look up the expectation value of S² of the first one.

3.7526

=====

> Which formula does entry 1 have?

C40H63BClN8NdO3S5